[1]
Formula: C58H47FNO6P2RuS3
Source: OMol25
Level of theory: ωB97M-V/def2-TZVPD

Results
- Charge: 0
- HOMO energy (alpha / beta): -0.27068 / -0.29251 hartree
- 2S+1: 2
- Frontier orbital gap (alpha / beta): 6.9 / 7.2 eV

XYZ file:
```
119
Properties=species:S:1:pos:R:3:forces:R:3:lowdin_spin:R:1
C 2.649877 0.486423 -2.506951 -0.79 -0.63 0.23 -0.001
F 1.431877 -0.262077 2.038549 -1.34 0.91 -1.28 0.005
H 1.327177 -8.272077 -1.803951 0.01 -0.08 -0.05 0.000
C -3.430723 -0.398477 1.638949 -0.04 -0.06 0.36 0.258
H -0.760623 -3.884577 0.738449 -0.10 -0.01 0.06 0.001
C -4.165123 5.274123 0.403049 0.00 0.04 -0.04 0.000
H 0.189777 2.018323 4.611649 0.01 -0.10 0.08 0.000
H -3.101523 -2.406377 0.953149 -0.04 0.16 -0.11 0.031
C -2.287923 -0.761177 4.173849 0.57 -0.43 -0.32 0.008
C 3.960677 0.950623 -2.675051 0.21 0.23 -0.02 0.000
C 4.491177 1.217623 1.561049 -0.04 0.13 -0.02 0.000
C -2.064023 3.709423 1.311649 0.30 -0.07 -0.29 -0.004
C 1.852877 -5.721377 -1.415851 -0.10 0.15 0.08 0.000
C 0.844277 -7.952977 -0.883751 0.03 0.00 0.08 0.000
H -5.006223 5.846923 0.038849 -0.02 0.08 0.00 0.000
Ru -0.011023 0.443023 0.595649 2.00 -1.19 2.49 0.010
H -6.555023 -0.831377 -0.640851 -0.05 -0.02 -0.08 -0.006
C -1.518223 -1.155477 6.420349 0.08 0.03 0.09 0.000
H -2.720523 -2.695677 -3.721151 -0.11 -0.05 0.03 0.000
H 1.678877 -2.884277 -4.566251 -0.06 -0.04 -0.03 0.000
C -4.554423 0.355823 1.830649 0.42 -0.32 0.28 -0.004
C -3.200923 4.822523 -0.482351 -0.03 0.11 -0.10 0.000
H -4.782623 5.375023 2.453349 0.00 -0.01 0.02 0.000
C 2.748477 1.722523 0.006549 0.21 -0.28 -0.03 0.000
O -2.189223 -1.118477 -0.268351 -0.43 0.18 -0.66 0.039
H -2.977723 -1.927077 7.787249 0.00 -0.01 0.06 0.000
C -4.049123 4.993723 1.754549 -0.10 0.03 0.13 0.000
H -2.995523 -1.499977 -5.826551 -0.08 -0.02 -0.02 0.000
C 1.069777 3.855523 5.289749 0.06 0.02 0.11 0.000
O 1.107177 2.545623 -1.826851 -0.68 0.52 -0.56 -0.002
H 5.818777 0.672223 -3.677451 0.06 0.05 0.02 0.000
H 2.591977 -6.229177 -2.017051 0.10 -0.05 -0.07 0.000
H 1.225877 6.706023 3.484249 0.01 0.06 -0.03 0.000
C 5.274177 -1.571777 -5.065551 0.09 -0.09 -0.11 0.000
C 2.548577 2.946923 0.628949 -0.09 -0.03 -0.38 0.001
C -3.350623 -1.410677 0.538449 -0.24 -0.12 0.31 0.068
S -2.286223 0.358323 -0.991451 -0.78 0.09 -0.53 0.005
H 1.355477 3.458223 6.252849 0.03 -0.05 0.06 0.000
C -3.545023 -1.236177 4.528249 -0.03 0.03 -0.22 0.004
H 6.280577 -1.201477 -5.202151 0.09 0.02 0.00 0.000
C -5.679823 -0.746177 -0.013651 0.01 -0.43 -0.21 0.003
C 5.122677 2.811323 3.398449 -0.06 -0.05 0.00 0.000
C 0.767777 -1.047777 -3.216451 -0.17 -0.42 0.41 0.001
H -1.416323 3.655623 -0.724551 0.06 -0.08 -0.14 0.000
C 3.329277 3.305323 1.712449 0.07 -0.18 -0.01 0.000
C 0.871977 -6.460277 -0.761951 -0.06 0.05 0.01 0.000
P -1.834823 -0.156977 2.497849 -0.39 1.24 -0.27 0.021
C 4.306377 2.441923 2.195949 -0.01 0.00 -0.08 0.000
H -4.551523 1.116023 2.598549 -0.05 0.14 0.10 -0.005
C -0.257923 0.375023 -6.505251 0.20 0.07 0.09 0.000
H -2.471623 1.920623 3.441349 0.19 -0.11 0.07 0.000
H 1.877377 5.799923 5.685949 0.03 0.04 0.05 0.000
C -3.791223 -1.644477 5.828149 -0.04 -0.01 0.13 0.000
C 3.716877 0.848423 0.476649 -0.07 -0.01 -0.02 0.001
S 0.882177 -1.875177 -0.567951 0.16 -0.71 -0.93 0.004
C 0.492577 0.102923 -5.395451 0.07 0.12 -0.18 0.000
O -2.369923 1.290123 0.124049 -0.19 0.03 -0.51 0.011
O -3.426323 0.354623 -1.843951 -0.27 -0.09 -0.41 0.009
C 1.362777 5.172023 4.972749 0.02 -0.01 0.02 0.000
H 5.240777 0.532623 1.931249 0.08 -0.06 0.04 0.000
C -0.041223 -4.411677 0.126549 0.07 0.14 0.08 0.000
H 4.272777 1.824323 -2.122651 0.13 0.05 0.02 0.000
H -0.726223 -1.135177 7.155249 0.06 0.00 0.03 0.000
C 0.021477 3.560023 3.146849 0.38 -0.14 -0.34 0.002
H 0.114077 1.056323 -7.257151 0.05 0.04 -0.01 0.000
C -0.063523 -5.791677 0.020549 0.04 -0.09 -0.07 0.000
C 0.995677 5.680823 3.737049 0.07 0.15 0.01 0.000
H -6.573823 0.768223 1.230149 -0.09 0.11 0.01 0.018
C 0.188977 -1.809577 -2.231951 0.11 0.22 -0.19 0.001
C -1.520723 -0.211677 -6.672751 -0.21 -0.17 0.07 0.000
C 4.401277 -0.855277 -4.217351 -0.35 -0.10 0.05 0.000
C 0.332277 4.878323 2.828949 -0.10 -0.08 -0.11 0.000
H -0.817423 -6.360277 0.545549 -0.09 -0.05 0.06 0.000
H -3.277723 5.070723 -1.529251 0.00 -0.02 -0.14 0.000
C -4.587123 -1.496877 -0.286851 -0.28 -0.08 0.25 0.221
C 0.412177 3.048223 4.378449 -0.09 -0.12 -0.15 0.001
H 0.037377 5.269923 1.864849 0.00 0.13 -0.05 0.000
O 2.286777 -1.473977 -0.697451 0.74 -0.08 0.34 0.000
N -1.706423 1.492523 2.924449 -0.24 0.10 -0.13 0.001
P -0.800023 2.516223 1.889449 -0.10 -0.95 0.26 -0.004
H -4.333823 -1.279177 3.791849 -0.03 -0.03 0.01 0.001
C -2.152223 4.040223 -0.033851 0.07 0.01 0.12 0.000
H 3.167677 4.258423 2.195549 -0.01 0.10 0.05 0.000
H 5.538277 -3.253277 -6.345351 0.07 0.01 -0.02 0.000
C -5.692223 0.176523 1.046549 -0.15 0.14 0.07 0.291
C 4.862877 -2.709577 -5.700051 0.22 0.15 0.05 0.000
H -4.777523 -1.992177 6.101649 -0.04 -0.04 0.01 0.000
C -2.781923 -1.603277 6.774849 -0.05 -0.02 0.04 0.000
H 1.451577 0.581623 -5.259951 0.05 0.02 -0.05 0.000
C -1.269623 -1.348077 -4.558651 0.28 0.15 -0.03 0.000
C 4.811877 0.307323 -3.530251 -0.14 0.19 0.18 0.000
C 0.921777 -3.697377 -0.561351 -0.52 0.29 0.66 0.000
H 3.249277 -4.101377 -5.998151 -0.06 -0.04 -0.02 0.000
H -4.547623 -2.158377 -1.136951 -0.07 -0.09 -0.12 0.009
H -2.099223 0.013723 -7.556351 -0.08 0.01 -0.06 0.000
H 1.788677 3.611823 0.241349 -0.04 0.07 -0.01 0.000
H 5.178377 3.891223 3.515149 0.04 0.07 0.04 0.000
H 3.836977 -0.117777 0.013349 0.06 -0.03 0.06 0.000
H -0.176723 -8.326177 -0.871451 -0.06 -0.07 -0.01 0.000
H -0.291123 -0.403877 4.820849 0.16 0.00 0.07 0.000
O -1.000823 0.430123 -1.646951 -0.24 0.28 0.16 -0.004
S 1.543677 1.264523 -1.270351 1.45 0.92 1.29 0.001
H 6.130677 2.408523 3.324049 0.08 0.01 0.04 0.000
C 2.177677 -0.596577 -3.205151 0.26 0.27 0.04 0.000
H -2.889923 4.022923 3.269949 -0.05 0.01 0.07 0.000
H -1.438123 -3.071577 -1.643551 -0.12 -0.02 -0.05 0.000
H 2.638677 -3.751977 -1.811051 0.13 0.03 -0.13 0.000
C -2.994423 4.221823 2.209849 0.14 -0.09 0.01 -0.001
C 3.069677 -1.319477 -4.052251 0.36 0.29 0.03 0.000
C -2.017623 -1.052877 -5.716451 0.02 0.08 -0.19 0.000
C -1.765223 -2.216877 -3.564651 0.12 -0.08 0.26 0.000
C 3.557777 -3.188477 -5.508751 -0.26 0.00 0.10 0.000
H 4.662977 2.399123 4.297249 0.01 0.00 0.10 0.000
C 0.015977 -0.771477 -4.396651 -0.38 -0.14 0.04 0.000
C -1.272723 -0.740577 5.125049 0.09 0.02 -0.01 0.001
C 1.883177 -4.343277 -1.316051 0.12 0.30 -0.02 0.000
H 1.376877 -8.405577 -0.047251 0.02 -0.10 0.02 0.000
C 2.680577 -2.507177 -4.711351 0.00 -0.22 -0.14 0.000
C -1.059123 -2.424777 -2.419751 -0.21 -0.24 -0.29 0.001
```
Forces are in eV/Å.

=====

[2]
Formula: C58H49GeIrNP3S4
Source: OMol25
Level of theory: ωB97M-V/def2-TZVPD

Results
- Charge: -1
- ΔE to the lowest compared entry with this formula, charge and spin: 21.06 kcal per mole
- HOMO energy (alpha / beta): -0.11725 / -0.18998 hartree
- 2S+1: 6
- Frontier orbital gap (alpha / beta): 5.6 / 6.8 eV

XYZ file:
```
117
Properties=species:S:1:pos:R:3:forces:R:3:lowdin_spin:R:1
H -5.859699 2.177940 3.503652 -0.02 0.02 -0.02 0.000
H -3.283706 5.144607 -3.205664 -0.02 0.00 0.03 0.000
C -4.832383 4.032818 3.172799 -0.02 0.07 0.03 0.001
C 0.236288 -7.145076 2.811608 -0.04 -0.07 0.04 0.001
C -4.315731 1.985333 2.033929 0.04 0.00 -0.13 0.005
H 1.355363 -3.227151 -3.924424 -0.04 0.04 -0.02 0.000
C -0.299552 -2.983978 -2.724051 -0.42 0.06 -0.05 0.026
H 5.260237 1.949878 2.118013 0.00 0.00 -0.01 0.000
C 3.465745 -2.314539 5.719402 0.01 0.03 0.07 0.001
H 0.954189 4.742880 -5.965718 -0.01 0.00 0.03 0.000
P -0.250249 0.447842 2.201851 0.23 0.30 -0.02 0.191
C 0.344808 2.750209 -5.450617 -0.04 0.00 -0.02 0.004
H -2.687692 2.169773 6.123031 0.00 0.01 0.01 0.000
H -2.300439 2.056399 -3.893972 -0.01 -0.02 0.02 0.000
C -0.325243 3.926522 4.457728 0.10 0.14 -0.08 0.001
S -0.940379 -2.401352 0.788294 0.11 0.20 -0.08 0.587
C 0.724448 -2.047048 0.940136 -0.04 -0.94 -0.38 0.520
C 3.599247 -3.274229 1.023622 -0.21 -0.13 0.13 0.005
C 5.468721 -1.984617 0.195643 0.07 0.03 -0.03 0.000
H 4.176549 1.231503 4.222290 -0.01 -0.02 0.01 0.000
H 0.488370 4.464584 -8.367893 0.00 -0.01 -0.01 0.000
H 0.188597 4.880814 4.479543 -0.02 0.00 0.01 0.000
H 0.256428 2.732938 -0.738206 0.03 0.03 -0.02 0.010
C -1.175039 4.960616 -2.857765 0.06 0.02 0.01 0.000
H -1.549845 4.364547 6.166344 0.02 -0.01 0.02 0.000
C -2.894019 1.235729 -4.279651 -0.06 -0.03 -0.04 0.001
C -0.136948 1.539046 -5.926122 0.07 -0.17 0.06 0.011
C -0.186237 -7.592579 1.568812 0.00 -0.02 0.00 0.000
H -3.611109 5.723086 2.660662 -0.02 0.00 0.01 0.000
C -0.661118 1.767423 3.434384 -0.09 0.19 -0.36 0.021
C -1.840101 2.951816 -1.062156 -0.02 -0.02 0.13 0.019
H 3.898384 -1.191053 1.420958 0.02 0.14 -0.01 0.000
C -0.172242 2.430925 -8.163585 -0.02 -0.02 0.01 0.001
H -2.496248 -1.826751 -5.663450 0.02 0.00 0.01 0.000
Ge 1.842432 -3.290884 1.911951 -0.07 0.18 -0.08 0.064
C -1.615726 1.476463 4.402432 0.05 -0.01 -0.10 0.005
C -3.307438 2.630092 1.322935 0.21 -0.24 0.23 0.002
H 1.422467 -4.096390 -2.369441 -0.04 -0.02 0.01 0.001
C 0.843199 -5.902013 2.936051 0.07 0.08 0.00 0.002
H -4.499590 0.935168 1.839582 -0.05 0.00 0.04 0.003
C 1.077357 -2.127740 5.905101 -0.05 0.03 0.05 0.001
C -3.815859 4.674800 2.481191 0.08 0.08 0.04 0.000
C -0.390543 1.381659 -7.286962 -0.01 0.10 -0.02 0.002
H 4.211311 -2.918337 3.800578 0.03 0.01 0.03 0.000
H -0.740836 0.423650 -7.649460 0.01 -0.01 -0.02 0.000
C 0.607926 -5.556216 0.578952 0.00 -0.01 -0.01 0.007
H 0.864410 4.522030 -2.350695 0.00 0.02 0.01 0.000
H 0.196358 -1.906824 6.495972 0.00 0.03 -0.02 0.000
H 0.084476 -7.764778 3.687529 0.00 0.01 0.00 0.000
C 0.780670 -3.809724 -3.204271 0.33 -0.18 -0.04 0.004
C -1.293328 3.635230 5.407534 -0.09 -0.03 0.09 0.002
Ir -1.067045 -0.545751 -1.074316 -0.37 0.76 0.91 2.206
C -4.275926 1.310659 -4.284544 0.03 0.06 -0.03 0.001
C -4.395886 -0.880127 -5.271201 -0.02 -0.01 0.03 0.000
C -3.009706 -0.957672 -5.271145 -0.02 0.00 0.02 0.000
C 0.567956 3.799535 -6.332939 0.01 0.05 -0.04 0.000
C 0.947252 -2.501857 4.575950 -0.05 0.02 -0.10 0.004
H -4.768355 2.196887 -3.903765 -0.01 -0.01 0.04 0.000
C -0.002761 -6.793381 0.448103 0.03 -0.02 -0.02 0.001
C -3.047365 3.976087 1.563510 -0.01 -0.10 -0.01 0.001
C 2.281548 0.853854 3.298892 0.03 -0.07 -0.09 0.009
H 0.547394 2.866110 -4.394033 0.00 -0.03 -0.01 0.002
H 1.610576 1.189853 0.002212 0.00 0.03 0.01 0.006
H -2.100841 0.506365 4.383777 -0.04 0.02 0.01 0.002
C -0.177118 4.281751 -2.175571 0.02 0.08 0.01 0.001
H 6.876959 -3.041978 -1.033744 0.02 0.00 0.02 0.000
H -2.252812 4.472159 1.020308 0.00 0.05 0.04 0.000
H -0.346987 -7.129065 -0.522634 0.00 -0.01 0.00 0.000
C 3.329212 -2.699888 4.392832 0.01 -0.02 -0.05 0.001
C -0.507841 3.277999 -1.276507 -0.14 0.06 0.06 0.015
H 1.153822 -5.546395 3.912806 0.01 -0.04 0.01 0.000
C 3.500189 1.618516 0.930873 0.11 -0.03 -0.02 0.002
H 5.685249 -5.197946 -0.845055 0.00 0.00 0.00 0.000
H 3.579793 -5.337651 0.449961 0.06 -0.03 -0.03 0.000
C -2.262774 0.099042 -4.773141 0.24 -0.03 -0.01 0.002
S 0.298844 0.590170 -3.023361 0.00 -0.12 0.32 0.138
C 2.338750 -2.028059 6.477195 0.04 0.03 0.01 0.000
C 3.612310 1.238648 3.297520 0.03 -0.02 0.05 0.002
H -4.982022 -1.703367 -5.660773 -0.01 0.00 0.02 0.000
H 0.728738 -4.917700 -0.288834 -0.05 -0.02 -0.02 0.002
H -0.365923 2.302091 -9.221369 -0.01 0.00 0.00 0.000
H 3.977013 1.907585 0.001563 -0.02 -0.01 -0.01 0.000
C 4.116822 -4.397092 0.382391 -0.08 -0.01 0.06 0.003
C 4.293954 -2.070237 0.926250 -0.07 0.00 0.05 0.003
C 4.223215 1.636966 2.114947 0.03 0.00 -0.03 0.005
H -5.431299 4.583431 3.887791 0.01 0.00 0.01 0.000
P -2.308756 1.658071 0.138278 0.44 0.30 -0.33 0.098
S 0.255625 -1.506967 -5.778209 -0.02 -0.22 -0.03 0.003
H 4.451326 -2.233081 6.162477 0.00 0.00 0.00 0.000
C -0.800507 0.888606 0.576298 -1.22 -0.22 -0.05 0.509
H 2.443896 -1.716351 7.509414 -0.01 -0.03 0.01 0.000
C 1.536449 0.871975 2.119165 0.12 -0.31 -0.12 0.046
C -1.933725 2.406379 5.381869 -0.13 0.03 0.07 0.001
C -5.026652 0.251918 -4.777661 -0.07 0.03 -0.02 0.001
N -1.128201 -2.291908 -2.330702 0.25 -0.38 -0.45 0.046
C 1.041829 -5.095875 1.820133 0.18 0.32 0.03 0.015
H -0.034799 -2.550902 4.116295 -0.03 0.01 0.05 0.003
C 0.309889 3.642450 -7.685289 0.01 0.09 -0.01 0.000
H -3.874558 3.336538 -1.599200 -0.02 0.04 -0.04 0.003
C -0.011720 3.001569 3.476917 -0.15 0.04 0.02 0.004
H 0.395855 -4.700292 -3.699614 -0.03 0.01 0.03 0.001
H 1.181153 -1.539395 0.084945 0.17 0.19 0.24 0.042
H -6.107977 0.316259 -4.777882 -0.01 -0.03 0.00 0.000
H 0.750654 3.228594 2.741004 -0.03 0.04 0.00 0.000
C 2.168599 1.225376 0.930569 0.01 0.00 0.02 0.015
S -3.538612 0.367047 -0.815360 0.62 -0.30 0.13 0.256
P -0.435439 0.082157 -4.843878 0.05 0.21 -0.06 0.032
C 5.296256 -4.318688 -0.345385 0.04 -0.01 -0.07 0.000
C 2.071459 -2.793819 3.804974 -0.03 -0.11 -0.28 0.009
C -2.840926 3.622286 -1.760184 0.07 0.01 0.05 0.004
C -2.508472 4.627860 -2.653089 -0.09 -0.01 -0.04 0.001
H 1.806554 0.548253 4.224082 0.01 -0.01 0.05 0.001
H 5.988894 -1.037628 0.114237 -0.01 0.01 0.02 0.000
C 5.969504 -3.109334 -0.446514 0.00 -0.02 0.00 0.002
H -0.915008 5.747119 -3.555546 -0.01 -0.02 -0.03 0.000
C -5.079153 2.686834 2.951447 -0.04 -0.09 0.09 0.001
H -0.665072 -8.559587 1.474044 -0.01 0.00 0.00 0.000
```
Forces are in eV/Å.

=====

The evaluated molecular weight for the records listed, in turn: 1132.23 1246.05 g/mol.
The evaluated total energy for the records listed, in turn: -131063.982 -192994.638 eV.